# 1
{
  "formula": "C24H51F9N3O24P3",
  "method": "wB97M-V/def2-TZVPD",
  "s2": 0.754,
  "homo_energy_ev": [-1.1, -4.4],
  "total_charge": -1,
  "multiplicity": 2,
  "species": ["C", "N", "O", "O", "H", "H", "H", "C", "N", "O", "O", "H", "H", "H", "C", "N", "O", "O", "H", "H", "H", "C", "O", "P", "O", "O", "C", "O", "C", "H", "H", "H", "H", "H", "H", "H", "H", "H", "C", "O", "P", "O", "O", "C", "O", "C", "H", "H", "H", "H", "H", "H", "H", "H", "H", "C", "O", "P", "O", "O", "C", "O", "C", "H", "H", "H", "H", "H", "H", "H", "H", "H", "C", "C", "O", "C", "O", "C", "F", "F", "F", "H", "H", "H", "H", "H", "C", "C", "O", "C", "O", "C", "F", "F", "F", "H", "H", "H", "H", "H", "C", "C", "O", "C", "O", "C", "F", "F", "F", "H", "H", "H", "H", "H"],
  "positions_angstrom": [[-22.7550, 32.0067, 35.0752], [-21.8460, 32.1183, 36.2287], [-20.9146, 31.3274, 36.3881], [-21.9534, 33.2313, 36.8334], [-23.3978, 32.8866, 35.1027], [-23.4114, 31.1429, 35.1804], [-22.2268, 32.1059, 34.1269], [-26.7673, 39.5974, 30.3057], [-26.0719, 40.4156, 31.2655], [-25.8708, 39.8813, 32.3526], [-25.7629, 41.6099, 30.9579], [-26.6197, 40.0466, 29.3236], [-27.8031, 39.7368, 30.6149], [-26.4588, 38.5563, 30.2101], [-22.2904, 32.3153, 39.7656], [-22.8757, 31.6875, 40.9928], [-23.4189, 30.6405, 40.7899], [-22.7744, 32.2921, 42.0601], [-22.1209, 33.3618, 40.0189], [-23.0190, 32.0629, 38.9952], [-21.3170, 31.8346, 39.6679], [-27.9989, 36.1867, 33.1244], [-28.1791, 35.0584, 33.9957], [-27.2815, 33.6183, 33.9579], [-25.8870, 33.7656, 33.5218], [-28.1579, 32.6744, 32.9816], [-27.7881, 31.3006, 32.9540], [-27.4623, 32.9236, 35.3890], [-26.6617, 33.3640, 36.4981], [-27.8132, 37.2190, 33.4208], [-28.7917, 36.1597, 32.3768], [-27.0409, 36.0008, 32.6388], [-26.7217, 31.0858, 33.0230], [-28.1536, 30.7576, 32.0823], [-28.1238, 30.7981, 33.8612], [-26.1690, 32.4915, 36.9272], [-27.2771, 33.8596, 37.2489], [-25.9058, 34.0733, 36.1611], [-19.2951, 32.3410, 32.6401], [-20.5101, 33.0731, 32.6244], [-20.6953, 34.5404, 32.0441], [-20.5999, 34.5864, 30.5554], [-21.9969, 35.2030, 32.8074], [-23.2336, 35.3078, 32.1437], [-19.5156, 35.3815, 32.7967], [-18.2653, 35.5025, 32.3080], [-18.6529, 32.8478, 31.9198], [-19.5454, 31.3463, 32.2714], [-18.7905, 32.2666, 33.6033], [-23.7275, 36.2053, 32.5159], [-23.8124, 34.4468, 32.4780], [-23.1146, 35.6039, 31.1015], [-17.7474, 36.4616, 32.3112], [-18.2033, 35.2432, 31.2512], [-17.5760, 34.8567, 32.8521], [-22.0500, 41.0678, 38.0823], [-23.0836, 42.0607, 38.2036], [-23.0824, 43.3811, 37.2472], [-21.7969, 44.0283, 36.9925], [-23.7909, 42.8366, 35.8963], [-23.7976, 43.5912, 34.7201], [-24.2569, 44.3059, 37.8655], [-24.2261, 44.6601, 39.2693], [-22.4973, 40.0782, 37.9892], [-21.2729, 40.9135, 38.8309], [-21.5586, 41.1635, 37.1141], [-23.2975, 43.1030, 33.8836], [-23.4016, 44.5698, 34.9913], [-24.8181, 43.8927, 34.4840], [-24.0737, 45.7390, 39.2998], [-23.3848, 44.0913, 39.6651], [-25.1705, 44.2273, 39.5993], [-24.5881, 34.4587, 44.3623], [-23.9043, 35.3271, 43.3211], [-22.6016, 34.9877, 43.0281], [-21.6070, 35.6417, 43.6711], [-21.6529, 36.3801, 44.6479], [-20.1821, 35.4030, 43.0853], [-19.4240, 34.8119, 44.0331], [-20.3103, 34.4701, 42.1007], [-19.5162, 36.5132, 42.7321], [-24.0337, 34.4550, 45.3007], [-24.6084, 33.4286, 44.0066], [-25.5864, 34.8204, 44.6086], [-23.9413, 36.3887, 43.5656], [-24.4238, 35.2372, 42.3671], [-21.2368, 38.4282, 31.8854], [-21.1138, 39.1789, 33.2310], [-20.7029, 38.4161, 34.3330], [-19.4781, 37.9570, 34.4708], [-18.5207, 38.4814, 33.9038], [-19.4065, 36.9238, 35.6208], [-19.6050, 37.6666, 36.7405], [-20.4116, 36.0133, 35.4850], [-18.2078, 36.3547, 35.6157], [-22.0912, 37.7514, 31.8770], [-20.2914, 38.0092, 31.5409], [-21.4655, 39.0554, 31.0238], [-22.0326, 39.6738, 33.5457], [-20.4289, 40.0261, 33.2675], [-24.5457, 37.8777, 35.1460], [-24.6141, 36.6671, 35.9603], [-23.4134, 36.5368, 36.6476], [-23.4307, 35.8158, 37.8898], [-24.3303, 34.9677, 38.1704], [-22.3132, 36.1792, 38.8761], [-21.9263, 37.3734, 38.5847], [-22.7831, 36.1758, 40.0961], [-21.2909, 35.3099, 38.8248], [-23.5241, 37.8641, 34.7661], [-24.7777, 38.7729, 35.7230], [-25.1615, 37.8808, 34.2466], [-24.6034, 35.9255, 35.1615], [-25.6059, 36.7260, 36.4085]],
  "mulliken_charge": [-0.40, 0.65, -0.84, -0.47, -0.07, 0.33, 0.00, -0.70, 0.77, -0.41, -0.51, 0.32, 0.27, 0.26, -0.15, 0.99, -0.62, -0.58, -0.20, 0.23, 0.22, -0.59, -0.40, 0.86, -0.29, -0.40, -0.69, -0.40, -0.10, 0.31, 0.35, 0.11, 0.27, 0.29, 0.29, 0.28, 0.29, -0.24, -0.80, -0.20, 0.32, -0.83, 0.57, -0.96, 0.00, -1.08, 0.43, 0.28, 0.26, 0.12, 0.33, 0.47, 0.31, 0.47, 0.29, -0.65, -0.30, 0.87, -0.67, -0.11, -0.70, -0.30, -0.62, 0.24, 0.31, 0.27, 0.22, 0.34, 0.29, 0.24, 0.33, 0.23, -1.19, -0.27, -0.03, 0.29, -0.55, 0.85, -0.28, -0.18, -0.25, 0.31, 0.27, 0.38, 0.51, 0.18, -0.73, -0.61, -0.13, 0.24, -0.64, 0.93, -0.23, -0.11, -0.27, -0.08, 0.24, 0.50, 0.43, 0.46, -1.10, 0.32, 0.27, 0.52, -0.63, 0.40, -0.15, -0.29, -0.17, -0.03, 0.44, 0.14, -0.19, 0.45]
}

# 2
{
  "formula": "C24H51N2O7",
  "method": "wB97M-V/def2-TZVPD",
  "homo_energy_ev": -1.8,
  "relative_energy_ev": 9.143,
  "total_charge": -1,
  "multiplicity": 1,
  "species": ["C", "C", "N", "C", "C", "N", "C", "C", "C", "C", "C", "C", "C", "C", "O", "C", "C", "O", "C", "C", "O", "H", "H", "H", "H", "H", "H", "H", "H", "H", "H", "H", "H", "H", "H", "H", "H", "H", "H", "H", "H", "H", "H", "H", "H", "H", "H", "H", "H", "H", "H", "H", "C", "O", "C", "C", "O", "C", "H", "H", "H", "H", "H", "H", "H", "H", "H", "H", "C", "O", "C", "C", "O", "C", "H", "H", "H", "H", "H", "H", "H", "H", "H", "H"],
  "positions_angstrom": [[-4.7762, 0.4007, 0.5029], [-5.3944, 1.7099, 1.2677], [-6.3192, 2.5698, 0.4395], [-5.7185, 2.9980, -0.8792], [-4.2690, 3.7541, -0.7795], [-3.5559, 3.9130, -2.1218], [-3.0707, 2.5844, -2.6565], [-1.8311, 1.9075, -1.8253], [-0.5007, 2.8510, -1.6630], [0.7951, 1.8601, -1.3073], [1.4214, 2.1223, 0.1909], [1.5624, 0.6179, 0.9043], [2.5073, -0.4175, 0.0106], [1.6408, -1.7295, -0.5597], [2.2831, -2.3945, -1.7029], [1.8834, -1.8193, -2.9938], [2.6320, -2.4196, -4.3631], [0.9478, -0.8927, -3.2088], [-7.6878, 1.9511, 0.2489], [-8.1658, 0.4629, 0.7506], [-8.6380, 2.7086, -0.3656], [-5.1859, -0.5710, 1.0611], [-5.0630, 0.2947, -0.6261], [-3.5965, 0.3945, 0.6667], [-4.4601, 2.3345, 1.6698], [-5.9777, 1.3738, 2.2427], [-6.4758, 3.7970, -1.3413], [-5.7408, 2.0916, -1.6552], [-3.4961, 3.2676, -0.0490], [-4.4851, 4.8681, -0.4096], [-2.6603, 2.7836, -3.7596], [-3.8989, 1.7619, -2.7721], [-1.4947, 0.9481, -2.4500], [-2.1436, 1.4719, -0.7595], [-0.2175, 3.4014, -2.6657], [-0.6203, 3.6252, -0.7938], [1.6257, 1.8891, -2.1553], [0.3423, 0.7664, -1.2890], [2.4787, 2.6110, 0.0771], [0.6798, 2.8273, 0.7885], [2.0429, 0.8179, 1.9646], [0.4956, 0.1456, 1.1212], [3.1248, 0.1193, -0.8276], [3.2798, -0.8766, 0.7876], [0.4986, -1.4844, -0.7082], [1.6778, -2.5144, 0.3390], [1.7429, -2.8069, -5.0563], [3.3959, -3.2657, -4.0913], [3.1359, -1.5047, -4.9316], [-7.7070, 0.1229, 1.7744], [-7.8997, -0.3974, -0.0287], [-9.3327, 0.4552, 0.8589], [-0.2137, 4.4107, 5.6008], [-1.0470, 3.2620, 5.4929], [-0.9263, 2.6235, 4.2179], [-0.0436, 1.3744, 4.3041], [1.3168, 1.7184, 4.5850], [1.6584, 1.4980, 5.9486], [-0.1901, 4.7215, 6.6483], [0.8088, 4.2053, 5.2733], [-0.6336, 5.2282, 5.0058], [-0.5466, 3.3229, 3.4639], [-1.9353, 2.3213, 3.9164], [-0.0499, 0.8731, 3.3304], [-0.4310, 0.6691, 5.0492], [1.7565, 0.4241, 6.1342], [0.9170, 1.9241, 6.6290], [2.6221, 1.9754, 6.1425], [4.5176, -4.8621, -1.5633], [4.6687, -5.4880, -2.8326], [5.7760, -4.9590, -3.5687], [6.9843, -5.8985, -3.5051], [7.5224, -5.9634, -2.1807], [7.1372, -7.1518, -1.4997], [3.8043, -5.4448, -0.9750], [5.4636, -4.8122, -1.0178], [4.1153, -3.8525, -1.6955], [6.0383, -3.9553, -3.2143], [5.4524, -4.8719, -4.6118], [7.7741, -5.4976, -4.1495], [6.7250, -6.8989, -3.8719], [7.6910, -8.0041, -1.9052], [6.0633, -7.3378, -1.5791], [7.3928, -7.0401, -0.4430]],
  "mulliken_charge": [-0.47, -0.62, 0.01, -0.57, 0.10, -0.86, -0.42, 0.17, -0.51, 0.56, -0.61, -0.24, -0.47, -0.53, -0.19, 0.44, -0.58, -0.49, 0.60, -0.84, -0.62, 0.24, 0.27, -0.04, 0.20, 0.44, 0.18, 0.14, -0.08, 0.20, 0.30, 0.17, 0.15, -0.43, 0.21, 0.15, 0.24, -0.43, 0.28, 0.07, 0.19, 0.14, 0.29, 0.28, 0.34, 0.27, 0.29, 0.00, 0.28, 0.25, 0.21, 0.29, -0.73, -0.41, -0.38, -0.30, -0.32, -0.81, 0.25, 0.31, 0.33, 0.32, 0.24, 0.24, 0.36, 0.31, 0.33, 0.26, -0.49, -0.38, -0.41, -0.71, -0.37, -0.73, 0.26, 0.34, 0.13, 0.34, 0.40, 0.40, 0.34, 0.33, 0.31, 0.25]
}

Record order is preserved below.
E_tot: -131645.0564 -43015.9069 eV